1.
C21H47NO15S4 | ωB97M-V/def2-TZVPD

Each line ends with the Löwdin charge.
CARTESIAN COORDINATES (ANGSTROEM)
C: 9.791 0.212 0.762  -0.066
C: 8.482 0.694 0.144  -0.253
O: 7.696 -0.417 -0.275  -0.127
C: 6.329 -0.391 0.046  -0.164
C: 5.517 -0.653 -1.213  -0.222
O: 6.033 -1.763 -1.974  -0.129
S: 5.011 -2.963 -1.886  0.600
O: 5.035 -3.714 -3.084  -0.194
O: 5.157 -3.608 -0.619  -0.223
O: 3.718 -2.060 -1.866  -0.150
C: 3.981 -0.911 -1.017  -0.243
C: 3.492 -1.186 0.398  -0.143
C: 2.114 -1.856 0.449  -0.176
C: 1.008 -1.151 -0.364  -0.147
C: -0.221 -0.757 0.467  -0.170
N: -0.121 0.619 0.982  -0.125
C: -0.161 0.772 2.447  -0.048
C: -1.011 1.533 0.345  -0.487
C: -0.419 2.888 0.094  0.026
O: -2.128 1.236 0.015  0.084
H: 9.669 -0.805 1.138  0.080
H: 10.099 0.858 1.586  0.071
H: 10.603 0.204 0.034  0.071
H: 8.695 1.316 -0.733  0.119
H: 7.927 1.299 0.868  0.110
H: 6.024 0.589 0.434  0.137
H: 6.118 -1.140 0.815  0.129
H: 5.628 0.218 -1.862  0.162
H: 3.434 -0.073 -1.442  0.149
H: 4.206 -1.832 0.911  0.100
H: 3.449 -0.249 0.965  0.134
H: 2.207 -2.886 0.106  0.084
H: 1.798 -1.887 1.495  0.110
H: 1.393 -0.215 -0.785  0.102
H: 0.701 -1.756 -1.219  0.118
H: -1.120 -0.863 -0.143  0.113
H: -0.339 -1.450 1.304  0.112
H: -0.238 -0.206 2.920  0.083
H: -1.012 1.375 2.774  0.093
H: 0.748 1.252 2.823  0.079
H: -1.173 3.614 -0.204  0.073
H: 0.111 3.221 0.990  0.088
H: 0.341 2.769 -0.682  0.097
O: -2.395 5.414 -1.988  -0.286
S: -2.995 4.510 -2.926  0.566
O: -2.203 4.023 -4.016  -0.281
O: -4.321 5.177 -3.493  -0.262
C: -4.217 6.514 -4.034  -0.251
C: -3.572 6.551 -5.403  -0.074
C: -3.734 3.167 -2.082  -0.121
H: -3.686 7.143 -3.318  0.113
H: -5.247 6.860 -4.082  0.121
H: -2.525 6.257 -5.360  0.071
H: -3.631 7.564 -5.802  0.080
H: -4.083 5.872 -6.086  0.084
H: -4.353 3.544 -1.272  0.057
H: -2.923 2.560 -1.685  0.046
H: -4.324 2.592 -2.791  0.084
O: -6.173 1.779 2.427  -0.272
S: -6.391 1.769 1.012  0.569
O: -6.056 2.932 0.247  -0.284
O: -7.898 1.362 0.731  -0.263
C: -8.932 2.111 1.416  -0.246
C: -9.153 3.487 0.825  -0.073
C: -5.618 0.370 0.284  -0.110
H: -8.686 2.159 2.478  0.114
H: -9.821 1.494 1.306  0.121
H: -8.288 4.131 0.976  0.071
H: -10.016 3.949 1.305  0.082
H: -9.339 3.418 -0.246  0.085
H: -5.883 -0.515 0.854  0.077
H: -4.544 0.554 0.327  0.056
H: -5.947 0.291 -0.749  0.078
O: 0.746 -4.548 1.751  -0.288
S: 1.514 -5.734 1.499  0.569
O: 1.071 -6.646 0.491  -0.268
O: 1.706 -6.507 2.874  -0.264
C: 0.517 -6.804 3.644  -0.250
C: -0.288 -7.950 3.069  -0.072
C: 3.199 -5.325 1.226  -0.123
H: -0.080 -5.896 3.735  0.112
H: 0.898 -7.055 4.632  0.121
H: -0.719 -7.692 2.104  0.072
H: -1.099 -8.199 3.755  0.081
H: 0.341 -8.829 2.933  0.085
H: 3.527 -4.644 2.007  0.083
H: 3.266 -4.847 0.252  0.047
H: 3.783 -6.241 1.228  0.084

As for the HOMO energy: -9.23 eV. The molar mass comes out at 681.9 g/mol. The SMILES is CCOC[C@H]1OS(=O)(=O)O[C@H]1CCCCN(C)C(C)=O.CCOS(C)(=O)=O.CCOS(C)(=O)=O.CCOS(C)(=O)=O.

=====

2.
C21H48BBeBr3CaClCsF4N2O9Si2 | ωB97M-V/def2-TZVPD

Each line ends with the Löwdin charge.
CARTESIAN COORDINATES (ANGSTROEM)
C: -1.958 -1.582 4.329  -0.084
C: -1.810 -2.360 2.997  -0.214
C: -1.017 -1.474 2.003  -0.183
C: 0.482 -1.789 1.892  -0.245
O: 1.033 -0.834 0.919  -0.986
Si: 1.185 -1.477 -0.704  0.419
C: 1.767 0.018 -1.823  -0.208
C: 3.167 0.644 -1.402  -0.495
N: 3.643 1.722 -1.899  0.066
O: -0.226 -1.988 -1.334  -0.274
Si: -0.626 -3.653 -1.266  0.565
C: 0.385 -4.723 -2.432  -0.243
C: 1.821 -5.094 -1.967  -0.219
C: 2.989 -4.457 -2.767  -0.263
O: 2.644 -3.869 -4.006  -0.065
C: -2.409 -3.748 -1.835  -0.249
C: -3.253 -2.517 -1.403  -0.245
C: -3.031 -1.307 -2.324  -0.279
C: -2.553 -0.037 -1.588  -0.268
N: -1.847 0.883 -2.504  0.002
H: -1.429 -2.117 5.131  0.061
H: -3.008 -1.459 4.601  0.057
H: -1.523 -0.581 4.283  0.075
H: -1.352 -3.340 3.152  0.069
H: -2.805 -2.469 2.554  0.096
H: -1.422 -1.595 0.993  0.072
H: -1.074 -0.412 2.248  0.125
H: 0.679 -2.838 1.652  0.099
H: 0.900 -1.619 2.931  0.141
H: 2.264 -2.474 -0.748  0.050
H: 0.955 0.794 -1.691  0.093
H: 1.735 -0.266 -2.878  0.089
H: 3.814 0.114 -0.628  -0.007
H: 4.543 1.873 -1.431  0.035
H: -0.629 -4.185 0.127  0.029
H: 0.321 -4.256 -3.419  0.082
H: -0.184 -5.657 -2.505  0.093
H: 1.948 -4.819 -0.911  0.074
H: 1.922 -6.181 -2.004  0.108
H: 3.572 -3.734 -2.173  0.091
H: 3.699 -5.251 -3.007  0.122
H: 1.976 -3.187 -3.895  0.065
H: -2.391 -3.745 -2.935  0.088
H: -2.868 -4.703 -1.553  0.085
H: -2.949 -2.246 -0.379  0.080
H: -4.324 -2.734 -1.377  0.095
H: -2.302 -1.497 -3.122  0.105
H: -4.060 -1.017 -2.831  -0.158
H: -1.849 -0.286 -0.787  0.074
H: -3.412 0.497 -1.169  0.122
H: -2.304 0.862 -3.409  0.076
H: -0.904 0.530 -2.610  0.012
C: 4.889 5.001 0.989  0.007
C: 5.950 4.401 0.110  -0.485
O: 6.332 3.259 0.237  0.068
C: 6.523 5.282 -0.977  -0.050
H: 4.548 4.260 1.710  0.088
H: 5.284 5.865 1.526  0.107
H: 4.037 5.306 0.377  0.082
H: 6.999 6.175 -0.550  0.098
H: 5.731 5.592 -1.659  0.016
H: 7.261 4.711 -1.547  0.037
O: -1.493 -5.227 4.532  0.340
H: -1.580 -5.941 3.865  0.209
H: -0.818 -5.449 5.208  0.209
H: -2.362 -5.011 4.944  0.220
C: 3.084 6.448 -3.964  -1.526
Br: 3.152 4.487 -3.821  0.521
Br: 3.760 7.310 -2.401  0.737
Br: 3.985 7.035 -5.559  0.677
H: 2.036 6.709 -4.053  -0.001
C: -5.427 0.319 3.434  0.002
C: -5.817 -1.122 3.349  -0.477
O: -4.989 -2.000 3.551  -0.007
C: -7.244 -1.432 3.011  -0.004
H: -4.367 0.395 3.683  0.067
H: -5.599 0.811 2.475  0.101
H: -6.011 0.824 4.211  0.090
H: -7.493 -1.017 2.034  0.096
H: -7.902 -1.004 3.769  0.100
H: -7.386 -2.511 2.984  0.078
C: 8.648 7.044 -3.544  -0.874
O: 9.436 7.242 -4.441  0.068
O: 8.473 5.769 -2.974  -0.214
O: 7.874 7.874 -2.987  -0.019
Cs: 2.557 0.399 1.196  1.688
Cl: -5.695 -1.086 -3.320  0.020
Ca: 5.580 3.814 -4.756  1.225
B: -7.794 3.109 5.166  -1.240
F: -8.085 1.713 5.125  0.045
F: -8.973 3.845 5.050  0.097
F: -7.147 3.411 6.377  0.076
F: -6.926 3.414 4.083  0.052
Be: 9.044 5.616 -1.536  0.845

As for the HOMO energy: -9.91 eV. Its net charge is +2. The molar mass comes out at 1072.8 g/mol.

=====

3.
C21H48BeBrCl2FLiN8O10P3 | ωB97M-V/def2-TZVPD

Each line ends with the Löwdin charge.
CARTESIAN COORDINATES (ANGSTROEM)
C: -1.707 -1.440 4.166  -0.048
C: -2.094 -1.788 2.712  -0.366
O: -1.078 -2.426 2.005  -0.125
C: -0.333 -1.813 0.931  -0.117
C: 1.145 -2.259 1.070  -0.167
O: 2.003 -1.152 0.892  -0.436
C: 2.472 -0.458 2.046  -0.168
C: 3.361 0.632 1.461  -0.228
O: 3.222 1.894 2.116  -0.141
C: 2.041 2.439 1.599  -0.239
N: 1.736 3.734 2.217  -0.109
P: 2.993 4.537 3.173  0.752
N: 4.254 4.899 2.333  -0.275
C: 0.524 4.309 2.030  -0.299
N: 0.116 5.505 2.567  0.137
C: -1.164 5.678 2.157  -0.345
P: -2.226 7.129 2.572  0.757
N: -2.299 7.412 4.116  -0.310
N: -1.551 4.630 1.329  -0.117
P: -3.142 4.639 0.501  0.743
N: -4.303 4.294 1.504  -0.330
N: -0.480 3.746 1.281  0.018
C: -0.601 2.533 0.472  -0.177
C: -0.445 2.747 -1.059  -0.220
H: -0.619 -1.337 4.252  0.090
H: -2.019 -2.237 4.855  0.082
H: -2.174 -0.504 4.510  0.077
H: -2.927 -2.531 2.767  0.082
H: -2.481 -0.866 2.207  0.086
H: -0.345 -0.712 0.985  0.114
H: -0.771 -2.132 -0.021  0.066
H: 1.232 -2.737 2.059  0.144
H: 1.384 -3.018 0.312  0.037
H: 2.997 -1.155 2.720  0.123
H: 1.581 -0.051 2.566  0.124
H: 4.413 0.324 1.481  0.144
H: 3.045 0.760 0.413  -0.003
H: 1.237 1.734 1.891  0.105
H: 2.100 2.554 0.504  0.153
H: 2.360 5.669 3.668  0.007
H: 3.227 3.649 4.233  0.009
H: 5.093 4.430 2.668  -0.028
H: -3.454 6.859 1.976  -0.005
H: -1.597 8.113 1.813  0.022
H: -1.905 8.327 4.321  -0.044
H: -3.220 5.917 -0.151  -0.021
H: -3.017 3.640 -0.477  0.001
H: -3.995 4.131 2.463  -0.059
H: 0.060 1.744 0.837  0.079
H: -1.628 2.163 0.600  0.107
H: -1.270 2.214 -1.546  0.063
H: -0.625 3.815 -1.257  0.000
H: 0.531 2.438 -1.432  -0.052
C: 2.344 -0.245 -2.444  -0.947
Cl: 0.577 -0.100 -2.470  0.509
Cl: 2.980 -0.609 -0.839  0.878
H: 2.636 -1.024 -3.140  -0.044
H: 2.757 0.712 -2.747  0.022
O: -2.978 8.099 0.107  -0.183
H: -2.652 8.529 -0.693  0.059
H: -3.254 8.845 0.656  0.037
C: -1.275 -3.604 -2.183  -0.171
C: -2.704 -4.119 -2.393  -0.220
C: -3.631 -2.929 -2.670  -0.177
C: -3.513 -2.023 -1.538  -0.200
N: -3.195 -1.222 -0.720  0.146
H: -1.235 -2.946 -1.312  0.027
H: -0.605 -4.435 -2.006  0.045
H: -0.937 -3.048 -3.053  0.035
H: -3.034 -4.665 -1.503  0.118
H: -2.749 -4.822 -3.225  0.094
H: -4.671 -3.228 -2.817  0.118
H: -3.305 -2.397 -3.565  0.132
C: 2.422 -4.256 -0.880  -1.108
O: 2.429 -3.952 0.320  -0.011
O: 3.096 -3.640 -1.737  -0.268
O: 1.764 -5.210 -1.349  -0.138
Be: 0.525 3.784 -3.491  0.303
O: 4.117 -0.420 5.271  -0.055
H: 3.933 0.301 4.657  0.017
H: 4.292 -1.182 4.709  0.032
F: -2.252 6.178 -1.157  -0.598
Li: -4.339 -1.409 2.505  0.837
O: -1.579 -6.731 -4.327  0.098
C: -0.425 -6.685 -4.678  -0.476
O: 0.278 -5.543 -4.713  -0.011
C: 1.583 -5.769 -5.270  -0.170
C: 1.841 -7.256 -5.070  -0.143
C: 0.432 -7.837 -5.170  -0.071
H: 1.559 -5.487 -6.325  0.127
H: 2.296 -5.135 -4.750  0.080
H: 2.548 -7.669 -5.788  0.114
H: 2.239 -7.429 -4.069  0.124
H: 0.150 -8.065 -6.199  0.128
H: 0.289 -8.715 -4.545  0.125
Br: 1.593 -3.261 -2.797  1.093

As for the HOMO energy: -7.07 eV. The molar mass comes out at 851.3 g/mol.

=====

4.
C21H48CrFN3O5 | ωB97M-V/def2-TZVPD

Each line ends with the Löwdin charge.
CARTESIAN COORDINATES (ANGSTROEM)
Cr: -20.666 -22.729 8.394  0.797
C: -18.521 -22.586 3.828  -0.014
C: -17.862 -23.405 5.055  -0.446
C: -16.429 -23.992 4.760  -0.137
C: -15.299 -22.961 4.858  -0.213
C: -15.371 -22.135 6.055  -0.202
C: -16.728 -21.564 6.416  -0.450
N: -17.769 -22.621 6.314  -0.177
O: -19.010 -22.340 6.913  -0.311
C: -17.076 -20.292 5.580  -0.029
C: -16.522 -21.204 7.970  -0.031
C: -18.660 -24.704 5.198  -0.064
H: -17.865 -21.777 3.504  0.046
H: -19.468 -22.116 4.096  0.059
H: -18.761 -23.266 3.011  0.068
H: -16.418 -24.315 3.718  0.108
H: -16.211 -24.861 5.380  0.110
H: -15.459 -22.325 3.988  0.106
H: -14.327 -23.445 4.762  0.113
H: -14.628 -21.353 5.900  0.123
H: -15.042 -22.729 6.909  0.116
H: -16.434 -19.518 6.000  0.070
H: -18.123 -20.033 5.734  0.072
H: -16.816 -20.322 4.522  0.060
H: -15.584 -20.742 8.277  0.074
H: -16.492 -22.108 8.578  0.057
H: -17.349 -20.632 8.392  0.055
H: -18.501 -25.285 6.107  0.071
H: -18.506 -25.356 4.338  0.077
H: -19.726 -24.486 5.132  0.074
F: -21.849 -24.252 7.503  -0.557
C: -19.798 -19.840 10.035  -0.066
O: -19.552 -21.220 9.808  -0.266
C: -19.017 -21.886 10.927  -0.167
C: -18.626 -23.334 10.474  -0.156
N: -19.708 -24.098 9.903  -0.114
C: -19.303 -25.414 9.337  -0.139
C: -18.874 -26.424 10.403  -0.204
O: -19.763 -26.241 11.504  -0.221
C: -20.013 -27.458 12.306  -0.050
H: -18.836 -19.410 10.316  0.097
H: -20.571 -19.649 10.779  0.092
H: -20.096 -19.344 9.111  0.094
H: -19.666 -21.880 11.803  0.116
H: -18.128 -21.333 11.228  0.126
H: -18.247 -23.921 11.311  0.125
H: -17.891 -23.298 9.670  0.112
H: -20.229 -24.378 10.722  0.083
H: -18.596 -25.211 8.533  0.123
H: -20.215 -25.789 8.873  0.119
H: -17.846 -26.297 10.743  0.119
H: -18.966 -27.412 9.951  0.122
H: -20.718 -27.250 13.111  0.078
H: -19.120 -27.767 12.850  0.084
H: -20.473 -28.215 11.672  0.088
C: -22.638 -17.456 5.795  -0.106
O: -22.152 -18.667 6.371  -0.192
C: -22.691 -19.884 5.778  -0.196
C: -21.931 -21.090 6.295  -0.161
N: -21.965 -21.100 7.811  -0.088
C: -23.325 -21.415 8.324  -0.157
C: -23.237 -21.519 9.850  -0.172
O: -22.362 -22.622 10.244  -0.248
C: -22.514 -22.943 11.660  -0.054
H: -22.365 -16.520 6.283  0.088
H: -23.719 -17.421 5.660  0.080
H: -22.350 -17.402 4.746  0.082
H: -22.606 -19.875 4.692  0.126
H: -23.758 -20.004 5.968  0.114
H: -20.897 -21.031 5.956  0.099
H: -22.307 -21.980 5.790  0.134
H: -21.858 -20.098 7.882  0.089
H: -23.728 -22.344 7.922  0.132
H: -23.993 -20.589 8.076  0.120
H: -24.220 -21.655 10.301  0.121
H: -22.838 -20.587 10.252  0.116
H: -22.005 -22.132 12.180  0.081
H: -21.945 -23.816 11.979  0.082
H: -23.565 -23.056 11.925  0.092

As for the HOMO energy (alpha / beta): -5.16 / -5.24 eV. The molar mass comes out at 493.6 g/mol. The spin multiplicity is 5. As for the expectation value of S²: 6.0081.

=====

5.
C21H48N2O10S2 | ωB97M-V/def2-TZVPD

Each line ends with the Löwdin charge.
CARTESIAN COORDINATES (ANGSTROEM)
C: -3.198 -0.232 -0.058  -0.043
C: -2.121 -0.975 0.720  -0.415
O: -1.375 -0.068 1.538  -0.050
C: -1.145 -1.667 -0.234  -0.075
C: 0.016 -2.316 0.469  -0.189
O: -0.331 -3.657 0.927  0.095
C: 0.831 -4.164 1.376  -0.605
O: 0.933 -5.030 2.158  0.180
O: 1.866 -3.532 0.820  0.079
C: 1.337 -2.615 -0.236  -0.325
C: 1.255 -3.517 -1.478  -0.081
C: 0.997 -2.835 -2.829  -0.241
N: -0.429 -2.853 -3.179  0.010
C: 2.382 -1.503 -0.322  -0.088
C: 2.007 -0.121 -0.895  -0.234
C: 1.619 0.909 0.186  -0.459
S: 2.571 2.440 -0.059  0.890
C: 1.573 3.631 0.797  -1.121
S: 2.231 4.525 1.976  0.725
N: 0.239 3.778 0.317  -0.222
C: 0.005 5.130 -0.215  -0.173
C: -1.442 5.309 -0.695  -0.195
O: -2.427 4.850 0.215  -0.128
C: -2.118 3.538 0.649  -0.192
C: -0.777 3.544 1.367  -0.168
H: -2.739 0.514 -0.710  0.077
H: -3.849 0.302 0.646  0.081
H: -3.832 -0.916 -0.626  0.086
H: -2.597 -1.743 1.345  0.150
H: -1.969 0.273 2.225  0.102
H: -0.806 -0.946 -0.983  0.122
H: -1.712 -2.434 -0.769  0.129
H: 0.290 -1.783 1.389  0.166
H: 0.502 -4.294 -1.319  0.128
H: 2.225 -4.024 -1.524  0.133
H: 1.593 -3.366 -3.586  0.112
H: 1.352 -1.803 -2.835  0.091
H: -0.554 -2.808 -4.184  0.037
H: -0.838 -3.736 -2.887  0.066
H: 3.233 -1.927 -0.865  0.132
H: 2.715 -1.350 0.710  0.124
H: 1.219 -0.160 -1.649  0.096
H: 2.896 0.250 -1.417  0.090
H: 1.858 0.531 1.184  0.078
H: 0.553 1.151 0.185  0.060
H: 0.663 5.308 -1.071  0.132
H: 0.226 5.895 0.546  0.104
H: -1.602 6.387 -0.803  0.129
H: -1.583 4.867 -1.692  0.122
H: -2.897 3.177 1.319  0.108
H: -2.016 2.877 -0.226  0.121
H: -0.581 2.622 1.917  0.118
H: -0.751 4.396 2.065  0.113
C: -2.632 4.313 4.796  -0.145
O: -3.121 3.388 3.828  -0.135
H: -1.573 4.459 4.594  0.073
H: -3.140 5.277 4.717  0.080
H: -2.746 3.927 5.812  0.077
H: -4.059 3.252 3.995  0.078
C: 4.411 -5.243 2.778  -0.169
O: 3.879 -6.009 1.712  -0.126
H: 5.491 -5.198 2.649  0.078
H: 4.010 -4.224 2.764  0.056
H: 4.191 -5.698 3.748  0.081
H: 2.921 -6.032 1.835  0.045
C: 5.160 -1.945 4.362  -0.175
O: 5.561 -0.634 4.739  -0.123
H: 5.714 -2.638 4.991  0.080
H: 4.090 -2.102 4.527  0.075
H: 5.399 -2.154 3.316  0.069
H: 5.084 -0.002 4.192  0.071
C: -1.672 -5.055 -6.544  -0.148
O: -1.171 -3.786 -6.135  -0.138
H: -1.091 -5.812 -6.023  0.079
H: -2.725 -5.174 -6.279  0.077
H: -1.555 -5.201 -7.621  0.077
H: -1.675 -3.106 -6.593  0.080
C: -4.188 5.853 -2.981  -0.159
O: -3.219 6.332 -3.908  -0.127
H: -3.792 6.030 -1.984  0.058
H: -5.136 6.388 -3.082  0.077
H: -4.360 4.781 -3.105  0.080
H: -3.553 6.183 -4.797  0.071

As for the HOMO energy: -8.47 eV. The molar mass comes out at 552.8 g/mol. The SMILES is C[C@H](O)C[C@H]1OC(=O)O[C@]1(CCN)CCCSC(=S)N1CCOCC1.CO.CO.CO.CO.CO.

=====

- What is the molar mass in the fifth record?
  552.8 g/mol

=====

- Among the records above, which one has the highest molar mass?
  C21H48BBeBr3CaClCsF4N2O9Si2

=====

- What is the molar mass in the fourth record?
  493.6 g/mol